{"formula": "C39H41BBr2GeN5OOsSi", "method": "ωB97M-V/def2-TZVPD", "e_homo_ev": -4.3423, "orbital_gap_ev": 6.711, "total_charge": -1, "elements": ["Os", "B", "N", "C", "C", "C", "N", "N", "C", "C", "C", "N", "H", "H", "H", "H", "H", "H", "H", "H", "C", "C", "C", "C", "C", "C", "Br", "C", "C", "Br", "C", "O", "C", "N", "H", "H", "H", "H", "H", "H", "C", "Si", "C", "C", "C", "H", "H", "H", "H", "H", "H", "H", "H", "H", "H", "H", "C", "Ge", "C", "C", "C", "C", "C", "C", "C", "C", "C", "C", "C", "C", "C", "C", "C", "C", "C", "C", "H", "H", "H", "H", "H", "H", "H", "H", "H", "H", "H", "H", "H", "H", "H", "H"], "coordinates": [[0.69, 0.51, -0.40], [1.63, 1.98, 2.60], [1.77, 0.43, 2.59], [2.28, -0.37, 3.54], [2.35, -1.66, 3.05], [1.85, -1.56, 1.75], [1.50, -0.30, 1.49], [0.16, 2.28, 2.25], [-0.82, 2.78, 3.01], [-2.01, 2.71, 2.31], [-1.66, 2.12, 1.10], [-0.35, 1.89, 1.06], [2.35, 2.45, 1.76], [1.86, 2.38, 3.71], [2.55, 0.05, 4.50], [2.70, -2.54, 3.56], [1.70, -2.32, 1.01], [-0.60, 3.13, 4.01], [-2.99, 3.02, 2.64], [-2.27, 1.82, 0.27], [-1.42, -0.84, -4.85], [-1.58, -1.85, -3.75], [-1.91, -3.19, -4.05], [-2.12, -4.07, -3.04], [-1.98, -3.64, -1.70], [-2.22, -4.47, -0.58], [-2.77, -6.28, -0.81], [-2.10, -3.99, 0.69], [-1.67, -2.67, 0.89], [-1.55, -2.05, 2.68], [-1.35, -1.79, -0.14], [-0.94, -0.60, 0.16], [-1.58, -2.30, -1.49], [-1.42, -1.43, -2.52], [-1.22, -1.32, -5.81], [-0.61, -0.15, -4.62], [-2.34, -0.24, -4.95], [-2.01, -3.50, -5.09], [-2.40, -5.09, -3.24], [-2.32, -4.61, 1.54], [-0.50, 4.04, -3.82], [-0.77, 3.39, -2.05], [0.10, 4.61, -0.92], [-2.64, 3.51, -1.77], [-0.10, 1.66, -2.03], [-0.89, 5.05, -3.95], [-1.00, 3.39, -4.54], [0.57, 4.05, -4.06], [-0.26, 5.63, -1.09], [1.18, 4.61, -1.13], [-0.04, 4.36, 0.13], [-3.06, 4.32, -2.37], [-2.90, 3.70, -0.73], [-3.13, 2.58, -2.08], [0.77, 1.76, -2.70], [-0.81, 1.05, -2.59], [1.43, -0.81, -1.46], [2.93, -0.48, -2.64], [3.54, 1.31, -2.18], [4.35, 2.08, -3.02], [4.69, 3.38, -2.68], [4.23, 3.93, -1.49], [3.43, 3.18, -0.64], [3.09, 1.88, -0.99], [2.41, -0.45, -4.54], [2.02, 0.74, -5.16], [1.60, 0.76, -6.48], [1.56, -0.42, -7.21], [1.95, -1.61, -6.61], [2.37, -1.62, -5.29], [4.35, -1.81, -2.42], [5.68, -1.45, -2.24], [6.67, -2.41, -2.04], [6.32, -3.76, -2.03], [5.00, -4.13, -2.19], [4.02, -3.17, -2.38], [1.05, -1.84, -1.50], [4.70, 1.67, -3.96], [5.31, 3.97, -3.34], [4.49, 4.95, -1.23], [3.07, 3.59, 0.29], [2.55, 1.28, -0.23], [2.04, 1.67, -4.60], [1.30, 1.69, -6.94], [1.23, -0.41, -8.24], [1.92, -2.54, -7.18], [2.68, -2.56, -4.85], [5.96, -0.40, -2.24], [7.70, -2.11, -1.90], [7.09, -4.51, -1.87], [4.72, -5.18, -2.17], [2.99, -3.48, -2.49]], "lowdin_charge": [1.229, -0.411, -0.061, -0.097, -0.077, -0.172, -0.082, -0.072, -0.093, -0.059, -0.176, -0.076, 0.048, 0.070, 0.112, 0.085, 0.106, 0.111, 0.085, 0.097, -0.026, -0.316, -0.024, -0.047, -0.197, -0.637, 0.715, -0.195, -0.591, 0.781, -0.392, -0.265, -0.142, 0.173, 0.069, 0.056, 0.085, 0.105, 0.068, 0.087, -0.198, 0.418, -0.173, -0.192, -0.386, 0.018, 0.022, 0.017, 0.025, 0.007, 0.015, 0.019, 0.007, 0.028, -0.031, -0.019, -0.386, 0.941, -0.278, -0.117, -0.089, -0.085, -0.085, -0.139, -0.254, -0.119, -0.092, -0.108, -0.101, -0.103, -0.265, -0.103, -0.098, -0.106, -0.097, -0.122, -0.009, 0.103, 0.097, 0.100, 0.085, 0.034, 0.084, 0.101, 0.096, 0.097, 0.089, 0.093, 0.096, 0.094, 0.098, 0.096]}

=====

{"formula": "C4H9O3", "method": "ωB97M-V/def2-TZVPD", "e_homo_ev": [-7.4547, -10.2399], "orbital_gap_ev": [8.413, 10.381], "spin_multiplicity": 4, "s_squared": 3.761, "elements": ["O", "O", "C", "C", "C", "C", "O", "H", "H", "H", "H", "H", "H", "H", "H", "H"], "coordinates": [[0.31, -0.53, 0.21], [-0.37, 0.19, 0.76], [4.08, -0.12, 1.12], [3.22, -0.62, 2.21], [3.22, -2.05, 2.59], [2.26, -2.38, 3.72], [2.30, -3.76, 4.06], [3.96, 0.95, 0.96], [5.13, -0.30, 1.35], [3.86, -0.63, 0.19], [2.56, 0.05, 2.72], [2.97, -2.67, 1.72], [4.23, -2.36, 2.88], [2.51, -1.80, 4.62], [1.23, -2.12, 3.44], [1.68, -3.96, 4.79]], "lowdin_charge": [-0.004, 0.001, -0.128, -0.161, -0.217, -0.296, -0.084, 0.071, 0.075, 0.075, 0.089, 0.122, 0.122, 0.117, 0.114, 0.103]}

=====

{"formula": "C26H28N12O5Ru", "method": "ωB97M-V/def2-TZVPD", "e_homo_ev": [-5.5332, -5.5838], "orbital_gap_ev": [7.582, 7.153], "spin_multiplicity": 2, "total_charge": -1, "s_squared": 0.754, "elements": ["Ru", "N", "C", "N", "N", "N", "N", "C", "N", "N", "N", "N", "H", "C", "C", "C", "C", "C", "N", "C", "O", "N", "C", "C", "C", "C", "N", "C", "C", "C", "H", "H", "H", "H", "H", "H", "H", "H", "H", "H", "H", "H", "H", "O", "C", "C", "C", "C", "C", "C", "C", "O", "O", "H", "H", "H", "H", "H", "C", "C", "C", "C", "O", "H", "H", "H", "H", "H", "H", "H", "H", "H"], "coordinates": [[0.79, -1.16, -0.75], [3.20, -1.04, 1.75], [3.59, -1.45, 0.50], [4.81, -1.83, 0.19], [4.75, -2.08, -1.14], [3.58, -1.85, -1.60], [2.79, -1.44, -0.57], [1.92, -0.65, 2.05], [1.55, -0.18, 3.23], [0.26, 0.17, 3.06], [-0.13, -0.07, 1.86], [0.91, -0.60, 1.18], [3.83, -1.20, 2.51], [-3.25, 3.18, 0.91], [-1.90, 3.83, 0.75], [-1.73, 5.00, 0.01], [-0.48, 5.55, -0.17], [0.64, 4.96, 0.39], [1.91, 5.55, 0.14], [3.16, 4.97, 0.27], [4.14, 5.62, 0.58], [3.22, 3.62, 0.01], [2.39, 2.89, -0.86], [1.89, 3.42, -2.04], [1.02, 2.64, -2.80], [0.70, 1.38, -2.36], [1.19, 0.87, -1.23], [2.03, 1.61, -0.50], [0.48, 3.82, 1.18], [-0.77, 3.26, 1.33], [-4.05, 3.83, 0.52], [-3.47, 2.97, 1.95], [-3.29, 2.24, 0.37], [-2.59, 5.47, -0.45], [-0.36, 6.44, -0.78], [1.96, 6.55, 0.16], [4.07, 3.18, 0.33], [2.16, 4.42, -2.36], [0.60, 3.02, -3.72], [0.00, 0.74, -2.89], [2.37, 1.19, 0.43], [1.33, 3.37, 1.67], [-0.87, 2.36, 1.93], [-1.34, -4.68, -1.41], [-1.02, -5.50, -0.40], [-1.66, -6.74, -0.35], [-1.36, -7.65, 0.65], [-0.41, -7.34, 1.62], [0.22, -6.11, 1.58], [-0.07, -5.18, 0.58], [0.64, -3.86, 0.63], [1.35, -3.54, 1.57], [0.43, -3.12, -0.43], [-0.76, -3.89, -1.33], [-2.39, -6.97, -1.11], [-1.86, -8.60, 0.67], [-0.17, -8.05, 2.41], [0.95, -5.82, 2.32], [-2.67, -1.56, 0.16], [-2.27, -0.63, -0.98], [-3.23, -0.81, -2.15], [-2.27, 0.82, -0.50], [-0.98, -0.96, -1.46], [-3.66, -1.31, 0.53], [-1.96, -1.47, 0.98], [-2.69, -2.60, -0.18], [-4.25, -0.54, -1.87], [-3.22, -1.85, -2.48], [-2.92, -0.17, -2.99], [-3.25, 1.11, -0.11], [-2.01, 1.50, -1.32], [-1.54, 0.94, 0.31]], "lowdin_charge": [1.401, 0.149, -0.481, 0.025, -0.101, -0.076, -0.148, -0.487, 0.042, -0.073, -0.049, -0.102, 0.144, -0.054, -0.267, -0.048, -0.035, -0.256, 0.130, -0.542, 0.063, 0.137, -0.228, 0.009, -0.029, -0.110, -0.042, -0.049, -0.015, -0.032, 0.079, 0.093, 0.003, 0.106, 0.108, 0.147, 0.161, 0.126, 0.110, 0.107, 0.111, 0.118, 0.091, 0.048, -0.267, -0.025, -0.100, -0.103, -0.025, -0.063, -0.533, 0.067, -0.211, 0.064, 0.110, 0.096, 0.092, 0.115, -0.030, -0.687, -0.041, -0.062, -0.349, 0.085, 0.059, 0.075, 0.082, 0.082, 0.076, 0.058, 0.098, 0.052]}

=====

- Which formula does entry 1 have?
  C39H41BBr2GeN5OOsSi